1.
A molecular structure, C34H30CdI2N3O6S2. Source: the OMol25 dataset; level of theory: ωB97M-V/def2-TZVPD.

Structure (ORCA input):
```
! RIJCOSX wB97M-V def2-TZVPD def2/J DEFGRID3
* xyz -1 1
I -2.2940 7.2837 -2.0966
I -2.2865 4.3313 3.1390
Cd -0.8978 0.3755 0.7860
S -0.1712 -2.2269 -1.0671
S 2.1590 -0.9305 1.0266
O -0.4132 2.5006 1.3786
O -1.9343 -0.6700 2.4427
O -1.7326 -2.5766 3.5912
O 2.6291 -2.2920 0.8520
O 2.2402 -0.0567 -0.1374
O -1.5057 -1.6810 -0.6338
N 0.7108 -0.8176 1.5931
N -0.3588 1.2876 -1.4703
N -2.8478 1.2920 -0.1742
C -0.4745 -6.6752 -0.2149
C 4.4019 -0.8168 2.6260
C 0.9671 -1.7931 -3.5091
C -4.6605 3.2179 -0.9185
C -3.6482 2.8378 -1.7830
C -1.3643 -2.4478 -3.5462
C 5.2109 -0.2217 3.5851
C -1.2702 -4.4224 0.0739
C -1.3704 -2.3270 -4.9245
C 3.6460 1.5758 3.8035
C 0.5084 -6.2237 -1.0911
C 5.7055 1.5932 5.2573
C 0.2552 -1.7283 2.6514
C 4.8432 0.9758 4.1874
C 0.6081 -4.8758 -1.3872
C -1.6280 4.5241 1.1701
C -2.7480 1.8697 -1.3680
C -0.8213 4.7146 -1.4566
C -0.2116 -1.9471 -5.5983
C 3.2141 -0.2053 2.2603
C -4.7558 2.6154 0.3264
C 0.4040 2.5416 -1.3357
C -0.7825 3.4982 0.6690
C -2.0543 5.5958 0.4089
C -1.2790 -1.6738 2.8944
C -1.5911 1.4026 -2.2346
C -3.8215 1.6511 0.6621
C -0.1879 -2.1888 -2.8559
C -1.6403 5.6906 -0.9127
C -0.4098 3.6302 -0.6993
C 0.9533 -1.6803 -4.8961
C -0.2981 -3.9955 -0.8128
C 2.8272 0.9937 2.8502
C -1.3541 -5.7785 0.3697
H 0.5140 -2.7648 2.4317
H -2.1014 -6.1242 1.0712
H 5.4743 1.1741 6.2393
H -1.8419 0.4096 -2.6178
H 1.2059 -6.9237 -1.5322
H -3.5253 3.3160 -2.7460
H 0.2592 0.5761 -1.8469
H 1.8573 -1.5655 -2.9329
H -0.5169 4.7780 -2.4953
H -0.5422 -7.7295 0.0199
H 1.8889 1.4553 2.5643
H 0.7148 -1.4730 3.6146
H 1.3850 -4.5126 -2.0487
H -3.8206 1.1518 1.6245
H -1.9300 -3.6993 0.5366
H 5.5491 2.6703 5.3151
H -0.2249 -1.8495 -6.6762
H -5.5170 2.9028 1.0373
H -2.2784 -2.5258 -5.4791
H -1.4860 2.0841 -3.0896
H 3.3443 2.5084 4.2662
H 6.1392 -0.7006 3.8763
H 6.7632 1.4117 5.0636
H 0.7331 2.8889 -2.3247
H 1.8472 -1.3715 -5.4211
H 4.6725 -1.7560 2.1646
H -2.2556 -2.7217 -2.9954
H -5.3550 3.9971 -1.2067
H 1.2835 2.3054 -0.7337
H -2.7071 6.3417 0.8401
*
```

Values from the calculation:
- HOMO-LUMO gap (eV) = 7.08
- HOMO energy (eV) = -5.0

---

2.
A molecular structure, C34H30Cl3N6O3S2Tl. Source: the OMol25 dataset; level of theory: ωB97M-V/def2-TZVPD.

Structure (ORCA input):
```
! RIJCOSX wB97M-V def2-TZVPD def2/J DEFGRID3
* xyz -2 1
Tl -1.4444 0.7501 1.7634
Cl -2.3534 -3.2365 0.8755
Cl -2.3727 -7.3089 -2.7014
Cl -4.1641 -2.4203 -4.2006
S -2.4515 0.0920 4.4065
S -0.7845 2.5723 3.9430
O -3.6603 -1.6284 -1.2682
O 0.1125 1.7809 -0.8309
O 0.0745 -1.0665 0.3550
N -0.2956 -1.5578 7.0453
N 2.0541 -1.7116 1.7744
N -2.5244 -0.6929 -1.2965
N 3.6830 1.9200 1.0750
N 1.8298 2.1026 6.5475
N -2.4543 2.9021 -0.5900
C -2.5588 -3.7856 -0.7732
C 1.7937 3.1461 0.1256
C 0.9247 1.4842 6.1763
C -1.0971 1.0984 4.7964
C -3.8152 2.6950 -1.0199
C 1.9304 6.9759 0.2416
C -4.0703 1.2098 -1.2998
C 1.9712 -4.3687 -3.7906
C 0.2384 -2.8466 -2.7526
C 1.5072 -3.4993 -2.6570
C 3.1133 0.2283 2.8345
C -3.2146 -4.7605 -3.2675
C -2.9578 0.4714 -2.0555
C 2.2282 -3.3092 -1.5267
C -2.3983 -5.1113 -1.0463
C -0.3182 -2.0465 -1.7981
C 2.4774 -2.3367 0.6900
C -2.8461 -2.7412 -1.7884
C 1.4708 5.5585 0.0606
C 0.4302 -1.8251 -0.5732
C -0.2884 -0.5547 6.4701
C 2.8568 -1.2774 2.8970
C 1.7227 -2.4908 -0.4716
C 2.2422 4.4938 0.3608
C 2.4914 2.0190 0.4419
C -0.1844 0.6865 5.7878
C 0.1253 5.3200 -0.4171
C -3.3874 -3.4320 -2.9774
C 4.0228 0.6285 1.6680
C 0.4675 2.8918 -0.4659
C -2.6642 -5.6148 -2.3233
C -0.3955 4.0907 -0.6100
C -1.8078 3.9069 -0.9862
C -1.7318 -1.6445 -2.0799
H -3.5392 -5.1376 -4.2290
H -1.8200 -1.4232 -3.1514
H -2.0680 1.0951 -2.1731
H -5.0127 1.1261 -1.8451
H 3.9557 2.7236 1.6212
H 2.0887 -3.7922 -4.7120
H 2.3112 -1.4966 3.8163
H 1.1100 -1.3083 1.6137
H -4.2069 0.6965 -0.3467
H -2.2734 4.7077 -1.5859
H 1.2805 7.5168 0.9337
H 3.4681 -2.7890 0.7416
H -2.1052 -5.7790 -0.2464
H 2.0314 1.0770 0.1471
H -0.3509 -3.0321 -3.6481
H 3.2355 4.6620 0.7672
H 1.2465 -5.1609 -3.9920
H -4.0535 3.3225 -1.8939
H -3.3121 0.1533 -3.0461
H 3.5374 0.5602 3.7838
H 2.9289 -4.8358 -3.5566
H 3.1955 -3.7878 -1.3980
H 5.0658 0.6644 1.9876
H -4.4755 2.9998 -0.2020
H -0.5163 6.1848 -0.5736
H 3.9527 -0.1083 0.8640
H 2.9467 7.0091 0.6340
H 1.9161 7.5196 -0.7072
H 3.7928 -1.8459 2.9086
H 2.1432 0.7210 2.7203
*
```

Values from the calculation:
- HOMO-LUMO gap (eV) = 4.53
- HOMO energy (eV) = -1.3

---

3.
A molecular structure, C34H30Cl5N4O2PRu. Source: the OMol25 dataset; level of theory: ωB97M-V/def2-TZVPD.

Structure (ORCA input):
```
! RIJCOSX wB97M-V def2-TZVPD def2/J DEFGRID3
* xyz 1 2
Ru 0.0030 -0.2307 0.7102
Cl 4.7984 2.2021 1.0204
Cl 6.1951 0.0223 2.8027
Cl 1.5642 -2.7234 3.0569
Cl 1.7496 1.8511 0.2884
Cl 4.5355 -2.3924 3.8412
P 0.8804 -1.4592 -0.9902
O -1.4994 0.6525 -0.4306
O -3.3845 1.8238 -0.3950
N -4.7035 4.5552 -0.7511
N -0.9735 1.0624 2.2044
N -2.4529 4.3375 -0.4604
N -3.4972 6.3134 0.1579
C 0.0684 -5.4987 -0.9135
C 1.8070 -0.4078 1.6758
C -0.9626 -1.3924 -4.6600
C -1.3269 4.3520 0.4756
C -2.4506 -3.2405 2.5445
C 5.4764 -1.5510 -1.0916
C 3.4074 -0.6839 -1.9599
C -0.6298 -3.1382 0.4337
C 2.5885 0.6731 1.3061
C 4.5306 -0.1170 2.4096
C -1.2151 -4.3674 0.8051
C -0.9284 -1.9281 1.1564
C 2.6889 -1.5646 -1.1544
C -2.1394 -4.3912 1.8821
C 0.6442 -4.2725 -1.2952
C -0.8444 -5.5399 0.1065
C 3.7760 -1.1979 2.8691
C -1.8430 -2.0169 2.1810
C 0.3959 0.3674 -3.0085
C -2.6993 2.9006 2.1692
C 3.3818 -2.4520 -0.3298
C -3.5458 5.0773 -0.3487
C 0.2901 -3.1205 -0.6410
C 4.7675 -2.4454 -0.3010
C 0.2428 -0.9632 -2.6170
C 2.4340 -1.3328 2.5048
C -2.4041 1.3171 0.1673
C 4.7949 -0.6774 -1.9261
C -2.2914 1.5009 1.6968
C -0.4558 -1.8347 -3.4455
C -0.7776 -0.0774 -5.0558
C -1.7190 4.0574 1.9282
C -0.0991 0.8048 -4.2250
C 3.9238 0.8520 1.6153
H -1.0573 0.6401 3.1225
H 5.2941 -3.1362 0.3455
H -2.5903 -5.3335 2.1682
H -5.5117 5.1238 -0.9320
H -3.1560 -3.2593 3.3653
H 1.3691 -4.2440 -2.1007
H 0.3495 -6.4068 -1.4297
H 5.3424 0.0117 -2.5556
H -4.7474 3.5572 -0.9180
H -0.6379 3.5969 0.0966
H -3.0339 0.8011 2.0892
H 2.8923 -0.0048 -2.6260
H -0.6144 -2.8616 -3.1449
H -2.1696 4.9501 2.3680
H -2.8821 2.8563 3.2455
H 0.8904 1.0724 -2.3504
H -1.2902 -6.4826 0.4005
H -1.1685 0.2631 -6.0056
H -3.6621 3.1230 1.7076
H 6.5581 -1.5408 -1.0614
H -0.3517 1.8583 2.3184
H -0.7914 5.3011 0.4162
H -2.6144 6.7806 0.2677
H -4.3358 6.8466 0.3055
H -2.6558 3.4068 -0.8304
H 0.0367 1.8366 -4.5225
H -1.5038 -2.0805 -5.2957
H 2.8368 -3.1481 0.2974
H -2.1076 -1.1444 2.7652
H -0.7884 3.9113 2.4853
*
```

Values from the calculation:
- ⟨S²⟩ = 0.7725
- HOMO-LUMO gap (alpha / beta) (eV) = 7.78 / 7.15
- HOMO energy (alpha / beta) (eV) = -10.1 / -10.4

---

4.
A molecular structure, C34H30Cl8GeMoOSi2. Source: the OMol25 dataset; level of theory: ωB97M-V/def2-TZVPD.

Structure (ORCA input):
```
! RIJCOSX wB97M-V def2-TZVPD def2/J DEFGRID3
* xyz 2 1
Mo -0.1636 0.9696 -0.3510
Ge 2.5130 0.3749 -1.3606
Cl 0.7380 5.2481 2.8380
Cl -1.6138 6.9942 1.6656
Cl 1.0770 2.2400 1.6386
Cl -3.4335 5.8382 -0.5853
Cl 1.9950 -0.8390 -3.0737
Cl 0.2290 3.4547 -3.3528
Cl -2.8377 2.9665 -1.7446
Cl -1.1525 0.5329 -4.0214
Si -0.3170 1.6815 -2.6292
Si -2.1779 -1.6955 0.4197
O -1.4548 -0.1478 -0.2663
C 3.5084 4.4432 -1.7777
C -0.2476 4.6921 1.5654
C -3.5128 -2.1409 -0.7984
C 0.1575 -4.9564 1.3860
C -2.8686 -2.6334 -2.1006
C 1.3758 -4.6662 0.7870
C -0.7722 -2.8897 0.5370
C 1.5261 -3.5063 0.0410
C 3.6386 3.4494 -3.9670
C -0.7921 2.9206 -0.0144
C 3.5304 -0.8397 1.0706
C -2.1254 4.9266 0.0139
C -3.3571 0.2422 2.1089
C 4.9718 -0.9809 -0.8637
C -4.4432 -0.9563 -1.0829
C -0.9089 -4.0794 1.2631
C -3.4327 0.1298 4.5059
C 3.7774 -0.5694 -0.2730
C -2.7477 -1.0753 4.4726
C 3.2402 2.2274 -3.4442
C 5.6644 -1.9219 1.2379
C 3.7612 4.5558 -3.1397
C -2.3620 -1.6220 3.2568
C 2.9763 2.1095 -2.0771
C -1.3072 5.4469 1.0348
C 4.4761 -1.5147 1.8277
C 0.4538 -2.6366 -0.0772
C -2.6655 -0.9778 2.0540
C -0.0519 3.4454 1.0132
C -4.3128 -3.2830 -0.1466
C -3.7347 0.7926 3.3224
C 3.1243 3.2241 -1.2457
C 5.9119 -1.6581 -0.1025
C -1.8577 3.6591 -0.5020
H -1.8502 -4.3326 1.7379
H -3.9135 -0.1243 -1.5558
H 2.9697 3.1449 -0.1752
H 4.2850 -1.7283 2.8706
H -2.2550 -1.8603 -2.5717
H -3.6176 0.7655 1.1939
H -4.2767 1.7289 3.3492
H 6.8396 -1.9797 -0.5563
H 6.4024 -2.4508 1.8259
H -5.2329 -1.2725 -1.7688
H 2.2042 -5.3547 0.8869
H -3.7356 0.5529 5.4545
H 3.8565 3.5340 -5.0233
H 2.5937 -0.5515 1.5389
H -4.9292 -0.5885 -0.1774
H -1.8114 -2.5546 3.2534
H -2.5130 -1.5906 5.3944
H -3.6494 -2.9090 -2.8137
H -5.0999 -3.6032 -0.8335
H 1.4123 0.3835 -0.0552
H 5.1735 -0.7819 -1.9102
H 0.0385 -5.8719 1.9499
H 4.0698 5.5067 -3.5534
H 3.1467 1.3735 -4.1022
H -3.6917 -4.1583 0.0583
H 2.4649 -3.2959 -0.4544
H -2.2408 -3.5114 -1.9389
H -4.7923 -2.9699 0.7834
H 3.6280 5.3027 -1.1314
H 0.5292 -1.7780 -0.7386
*
```

Values from the calculation:
- HOMO-LUMO gap (eV) = 6.33
- HOMO energy (eV) = -14.2

---

Number 1: maximum force 0.0106 hartree/bohr, E -3488.9899 a.u.. Number 2: maximum force 0.0098 hartree/bohr, E -4217.2705 a.u.. Number 3: maximum force 0.0017 hartree/bohr, E -4420.2595 a.u.. Number 4: maximum force 0.0296 hartree/bohr, E -7794.0957 a.u..